Entry 1:
Here is C33H49MnN3O4S2SbSe as an isolated structure from OMol25. Energies are from wB97M-V/def2-TZVPD.

Orbital gap (spin up / spin down), eV: 6.2875 / 6.3075
Energy above the lowest of the compared OMol25 structures with the same formula, charge and spin, kcal/mol: 19.66

Structure (ORCA input):
```
! wB97M-V def2-TZVPD RIJCOSX def2/J DEFGRID3
* xyz -1 6
Mn 0.78 1.39 0.59
C -0.65 8.38 -1.48
C -0.80 7.01 -0.86
C -0.69 6.85 0.52
C -0.86 5.60 1.10
C -1.15 4.51 0.29
C -1.25 4.65 -1.08
C -1.08 5.90 -1.65
S -1.35 2.91 1.04
O -0.18 2.81 1.96
O -2.65 2.91 1.69
N -1.17 1.88 -0.12
C -2.10 0.75 -0.15
C -1.46 -0.51 0.45
O -2.13 -1.54 0.50
O -0.23 -0.38 0.86
H -0.08 9.05 -0.83
H -1.63 8.83 -1.65
H -0.13 8.32 -2.44
H -0.44 7.70 1.14
H -0.75 5.46 2.17
H -1.44 3.77 -1.69
H -1.15 6.02 -2.73
H -2.38 0.51 -1.18
H -3.01 0.96 0.42
Se 2.00 2.44 -1.39
C 2.29 4.27 -0.93
C 2.55 5.21 -1.94
C 2.81 6.54 -1.62
C 2.84 6.96 -0.30
C 2.58 6.05 0.71
C 2.29 4.72 0.40
H 2.56 4.87 -2.97
H 2.99 7.25 -2.42
H 3.07 7.99 -0.05
H 2.60 6.36 1.75
H 2.03 4.03 1.20
C -1.38 -5.46 0.99
C -0.51 -5.19 -0.24
C 0.28 -6.43 -0.64
C -1.44 -4.76 -1.38
Sb 0.64 -3.35 0.27
C 1.84 -3.94 2.07
C 2.13 -5.44 2.18
C 3.15 -3.16 2.10
C 0.96 -3.47 3.23
C 2.20 -3.23 -1.35
C 1.46 -3.36 -2.68
C 2.76 -1.82 -1.21
C 3.31 -4.27 -1.28
H -2.11 -6.25 0.77
H -1.93 -4.56 1.26
H -0.79 -5.78 1.85
H -0.40 -7.25 -0.91
H 0.92 -6.79 0.17
H 0.91 -6.24 -1.52
H -2.18 -5.55 -1.58
H -0.89 -4.57 -2.31
H -1.97 -3.84 -1.11
H 2.69 -5.80 1.31
H 1.22 -6.03 2.27
H 2.75 -5.63 3.07
H 3.89 -3.57 1.42
H 3.57 -3.19 3.12
H 3.00 -2.10 1.86
H -0.03 -3.93 3.21
H 0.82 -2.39 3.18
H 1.43 -3.72 4.19
H 0.60 -2.69 -2.73
H 1.12 -4.38 -2.85
H 2.14 -3.10 -3.51
H 1.97 -1.08 -1.10
H 3.36 -1.54 -2.09
H 3.40 -1.74 -0.33
H 2.92 -5.28 -1.15
H 4.00 -4.06 -0.46
H 3.90 -4.26 -2.22
C 5.81 3.64 -0.53
C 5.58 2.25 -0.06
C 6.42 1.19 -0.24
C 6.02 -0.06 0.25
N 4.89 -0.23 0.90
C 4.07 0.82 1.09
S 2.64 0.74 1.97
N 4.44 2.04 0.61
C 6.86 -1.28 0.04
H 6.78 3.72 -1.02
H 5.77 4.34 0.30
H 5.03 3.93 -1.24
H 7.36 1.32 -0.76
H 3.71 2.75 0.57
H 7.92 -1.04 0.11
H 6.67 -1.68 -0.96
H 6.60 -2.04 0.76
*
```

Entry 2:
Here is C33H49N7O9S2Sr as an isolated structure from OMol25. Energies are from wB97M-V/def2-TZVPD.

Orbital gap, eV: 8.1479
Energy above the lowest of the compared OMol25 structures with the same formula, charge and spin, kcal/mol: 3.09

Structure (ORCA input):
```
! wB97M-V def2-TZVPD RIJCOSX def2/J DEFGRID3
* xyz 0 1
Sr 0.36 -0.03 -0.59
O 1.36 -3.94 -0.58
C 1.01 -2.99 0.28
O 1.61 -1.94 0.36
C -0.20 -3.29 1.16
O -0.77 -2.13 1.69
C -0.16 -1.59 2.87
C 0.17 -0.07 2.83
O 0.28 0.46 3.95
O 0.31 0.49 1.71
H 1.98 -3.53 -1.22
H -0.95 -3.77 0.54
H 0.11 -4.00 1.93
H -0.85 -1.73 3.70
H 0.77 -2.12 3.09
C -5.65 -1.35 -0.41
N -4.49 -0.71 0.17
C -4.66 0.11 1.35
C -3.26 -0.71 -0.46
N -2.24 -0.03 -0.13
N -3.23 -1.60 -1.55
C -2.16 -2.15 -2.21
N -2.55 -2.85 -3.34
N -0.94 -2.02 -1.84
H -6.50 -1.17 0.24
H -5.53 -2.43 -0.50
H -5.92 -0.93 -1.39
H -5.56 -0.21 1.87
H -4.73 1.18 1.12
H -3.83 -0.01 2.04
H -2.36 0.56 0.69
H -4.13 -1.86 -1.92
H -3.50 -3.18 -3.41
H -1.86 -3.47 -3.74
H -0.31 -2.50 -2.47
N 2.06 2.07 -0.50
C 2.12 3.35 -1.21
C 0.76 4.05 -1.23
C 0.06 4.04 -2.59
C -0.21 2.67 -3.19
N -1.00 1.83 -2.28
H 2.08 2.20 0.51
H 2.84 1.47 -0.75
H 2.45 3.15 -2.23
H 2.87 4.02 -0.77
H 0.86 5.09 -0.91
H 0.12 3.55 -0.49
H 0.67 4.60 -3.30
H -0.89 4.58 -2.50
H 0.72 2.14 -3.39
H -0.71 2.82 -4.15
H -1.21 0.94 -2.72
H -1.89 2.26 -2.05
O -2.26 2.18 1.99
S -1.23 2.87 2.82
C -1.83 2.80 4.56
C -2.88 1.75 4.76
C -4.19 2.04 4.40
C -5.19 1.09 4.57
C -4.88 -0.16 5.09
C -3.57 -0.45 5.43
C -2.57 0.50 5.27
C -1.51 4.66 2.52
C -2.95 5.03 2.44
C -3.56 5.71 3.49
C -4.92 5.98 3.47
C -5.69 5.56 2.39
C -5.09 4.89 1.34
C -3.73 4.63 1.36
H -2.24 3.77 4.83
H -0.93 2.59 5.15
H -4.43 3.01 3.98
H -6.21 1.33 4.30
H -5.66 -0.89 5.23
H -3.32 -1.43 5.83
H -1.54 0.26 5.50
H -0.98 4.86 1.59
H -1.00 5.19 3.33
H -2.97 6.04 4.34
H -5.38 6.51 4.29
H -6.75 5.76 2.37
H -5.68 4.57 0.49
H -3.26 4.10 0.54
C 5.55 0.59 -7.90
C 4.84 0.21 -6.63
C 3.87 -0.79 -6.61
C 3.23 -1.15 -5.44
C 3.56 -0.50 -4.26
C 4.52 0.49 -4.25
C 5.16 0.84 -5.43
S 2.68 -0.90 -2.77
O 3.47 -0.44 -1.65
O 2.44 -2.34 -2.79
O 1.41 -0.16 -2.87
H 5.05 0.17 -8.77
H 6.58 0.22 -7.90
H 5.59 1.67 -8.02
H 3.62 -1.29 -7.54
H 2.49 -1.93 -5.44
H 4.77 0.98 -3.31
H 5.91 1.62 -5.41
*
```